{"formula": "C42H77N14O4S", "method": "ωB97M-V/def2-TZVPD", "symbols": ["S", "O", "O", "O", "O", "C", "C", "N", "C", "C", "N", "C", "C", "H", "H", "H", "H", "H", "H", "H", "H", "H", "H", "H", "C", "C", "N", "C", "C", "N", "C", "C", "H", "H", "H", "H", "H", "H", "H", "H", "H", "H", "H", "C", "C", "N", "C", "C", "N", "C", "C", "H", "H", "H", "H", "H", "H", "H", "H", "H", "H", "H", "C", "C", "N", "C", "C", "N", "C", "C", "H", "H", "H", "H", "H", "H", "H", "H", "H", "H", "H", "C", "C", "N", "C", "C", "N", "C", "C", "H", "H", "H", "H", "H", "H", "H", "H", "H", "H", "H", "C", "C", "N", "C", "C", "N", "C", "C", "H", "H", "H", "H", "H", "H", "H", "H", "H", "H", "H", "C", "C", "N", "C", "C", "N", "C", "C", "H", "H", "H", "H", "H", "H", "H", "H", "H", "H", "H"], "coordinates": [[-0.194, -0.948, 0.156], [-0.062, -2.111, 1.101], [0.823, -0.932, -0.877], [-1.507, -0.973, -0.483], [0.014, 0.323, 0.820], [-3.528, 3.851, 1.586], [-2.501, 2.996, 0.741], [-2.678, 3.124, -0.745], [-2.420, 2.136, -1.748], [-2.773, 2.739, -2.988], [-3.530, 3.866, -2.691], [-3.373, 4.163, -1.363], [-4.284, 4.705, -3.677], [-3.274, 3.934, 2.643], [-4.595, 3.764, 1.384], [-3.160, 4.836, 1.300], [-2.710, 1.943, 0.933], [-1.453, 3.037, 1.038], [-1.988, 1.198, -1.433], [-2.745, 2.378, -4.006], [-3.926, 5.001, -0.966], [-4.091, 4.612, -4.746], [-4.278, 5.763, -3.414], [-5.322, 4.408, -3.522], [-0.304, -8.447, -3.705], [-0.158, -8.209, -2.246], [-0.419, -6.829, -1.821], [0.468, -5.872, -1.458], [-0.306, -4.702, -1.210], [-1.662, -4.986, -1.385], [-1.743, -6.346, -1.765], [-2.678, -3.924, -1.089], [0.194, -9.307, -4.153], [0.105, -7.585, -4.233], [-1.316, -8.395, -4.106], [0.907, -8.426, -2.157], [-0.720, -8.881, -1.596], [1.531, -6.000, -1.600], [0.084, -3.715, -1.005], [-2.690, -6.853, -1.878], [-3.623, -4.342, -0.744], [-2.859, -3.476, -2.066], [-2.441, -3.290, -0.234], [-5.245, -1.590, -0.719], [-5.128, -2.102, 0.758], [-4.532, -1.121, 1.653], [-5.263, -0.116, 2.256], [-4.368, 0.623, 2.995], [-3.125, -0.112, 2.991], [-3.222, -1.084, 2.051], [-1.862, 0.361, 3.621], [-6.022, -0.855, -0.930], [-5.494, -2.411, -1.391], [-4.276, -1.324, -1.141], [-4.644, -3.071, 0.888], [-6.036, -2.541, 1.173], [-6.340, -0.039, 2.276], [-4.440, 1.443, 3.693], [-2.435, -1.780, 1.802], [-1.258, -0.542, 3.705], [-2.025, 0.770, 4.618], [-1.236, 0.924, 2.928], [5.085, 1.151, 2.185], [5.156, 0.951, 0.698], [4.216, 1.693, -0.043], [4.364, 3.038, -0.406], [3.241, 3.461, -1.102], [2.288, 2.424, -0.995], [2.942, 1.348, -0.413], [0.813, 2.536, -1.311], [5.103, 2.203, 2.468], [5.792, 0.523, 2.728], [4.133, 0.870, 2.635], [5.068, -0.079, 0.351], [6.138, 1.306, 0.385], [5.230, 3.527, 0.015], [2.877, 4.381, -1.535], [2.517, 0.393, -0.143], [0.292, 3.369, -0.839], [0.254, 1.663, -0.974], [0.671, 2.733, -2.373], [-0.239, 2.357, -6.140], [0.310, 1.115, -5.407], [-0.689, 0.284, -4.797], [-0.460, -0.700, -3.843], [-1.584, -1.254, -3.366], [-2.605, -0.734, -4.186], [-1.978, 0.074, -5.138], [-4.020, -1.125, -4.196], [0.557, 2.945, -6.598], [-0.769, 3.018, -5.454], [-0.850, 2.272, -7.038], [0.900, 1.452, -4.555], [1.024, 0.577, -6.031], [0.489, -1.044, -3.459], [-1.749, -1.997, -2.600], [-2.435, 0.460, -6.036], [-4.290, -1.543, -5.166], [-4.621, -0.235, -4.007], [-4.277, -1.841, -3.415], [1.990, 2.695, 2.951], [2.586, 2.825, 4.393], [2.764, 4.288, 4.750], [1.734, 5.153, 4.796], [2.198, 6.387, 5.052], [3.567, 6.239, 5.284], [3.914, 4.935, 5.165], [4.457, 7.264, 5.640], [2.014, 1.662, 2.606], [2.549, 3.301, 2.238], [0.913, 2.859, 2.912], [3.505, 2.247, 4.490], [1.872, 2.514, 5.156], [0.727, 4.803, 4.623], [1.786, 7.385, 5.076], [4.869, 4.480, 5.380], [4.200, 7.566, 6.656], [4.467, 8.058, 4.894], [5.451, 6.832, 5.527], [2.236, -3.892, 4.070], [3.137, -2.770, 3.493], [3.673, -3.074, 2.149], [4.800, -3.798, 1.760], [4.802, -3.802, 0.398], [3.707, -3.117, -0.140], [3.030, -2.638, 0.975], [3.256, -3.066, -1.631], [1.305, -3.886, 3.504], [1.917, -3.564, 5.059], [2.489, -4.947, 3.965], [4.021, -2.635, 4.117], [2.584, -1.831, 3.500], [5.363, -4.354, 2.495], [5.585, -4.239, -0.203], [2.197, -1.957, 1.065], [4.111, -3.220, -2.289], [2.909, -2.050, -1.819], [2.556, -3.889, -1.774]], "charge": 4, "multiplicity": 2, "orbital_gap_ev": [3.2, 7.2]}


{"formula": "C59H35Cl4CuN6O2", "method": "ωB97M-V/def2-TZVPD", "symbols": ["Cu", "Cl", "C", "C", "C", "C", "C", "C", "C", "C", "C", "C", "C", "C", "C", "C", "C", "C", "Cl", "C", "C", "C", "N", "C", "C", "C", "C", "C", "C", "Cl", "C", "C", "C", "C", "C", "C", "N", "C", "C", "C", "C", "C", "N", "C", "C", "C", "C", "Cl", "C", "C", "C", "C", "N", "H", "H", "H", "H", "H", "H", "H", "H", "H", "H", "H", "H", "H", "H", "H", "H", "H", "H", "H", "H", "H", "H", "H", "H", "O", "C", "N", "C", "C", "O", "N", "C", "C", "C", "C", "C", "C", "C", "C", "C", "C", "C", "C", "H", "H", "H", "H", "H", "H", "H", "H", "H", "H", "H"], "coordinates": [[-0.493, -0.131, 0.235], [-2.531, 3.821, 8.388], [-2.036, 3.244, 6.827], [-0.741, 3.465, 6.391], [-0.340, 2.974, 5.159], [-1.226, 2.266, 4.351], [-2.538, 2.099, 4.796], [-2.946, 2.572, 6.028], [-0.869, 1.635, 3.067], [0.170, 0.700, 3.004], [1.142, 0.446, 4.026], [2.100, -0.345, 3.473], [1.682, -0.635, 2.134], [2.278, -1.635, 1.329], [3.701, -1.895, 1.416], [4.564, -0.903, 1.916], [5.916, -1.130, 2.071], [6.454, -2.357, 1.711], [8.140, -2.675, 1.952], [5.655, -3.315, 1.111], [4.309, -3.067, 0.937], [1.380, -2.419, 0.560], [0.274, -1.923, -0.028], [-0.421, -2.962, -0.568], [-1.529, -2.850, -1.402], [-2.114, -4.090, -1.955], [-1.476, -4.786, -2.974], [-1.989, -5.982, -3.441], [-3.146, -6.487, -2.873], [-3.765, -8.014, -3.417], [-3.809, -5.801, -1.870], [-3.294, -4.598, -1.422], [-2.088, -1.628, -1.771], [-3.011, -1.430, -2.847], [-3.225, -0.091, -2.930], [-2.496, 0.512, -1.853], [-1.816, -0.440, -1.186], [-2.640, 1.844, -1.430], [-2.263, 2.226, -0.144], [-2.572, 3.465, 0.508], [-2.218, 3.328, 1.810], [-1.585, 2.045, 1.934], [-1.642, 1.402, 0.748], [-3.236, 2.771, -2.396], [-4.332, 3.587, -2.123], [-4.859, 4.415, -3.101], [-4.296, 4.411, -4.365], [-4.966, 5.433, -5.599], [-3.212, 3.600, -4.665], [-2.689, 2.785, -3.682], [0.229, -4.186, -0.219], [1.361, -3.849, 0.458], [0.500, -0.028, 1.903], [-0.052, 4.015, 7.017], [0.669, 3.156, 4.821], [-3.237, 1.568, 4.168], [-3.955, 2.413, 6.375], [1.104, 0.802, 5.037], [2.984, -0.733, 3.943], [4.163, 0.074, 2.140], [6.557, -0.358, 2.471], [6.080, -4.252, 0.783], [3.732, -3.799, 0.403], [-0.571, -4.376, -3.394], [-1.488, -6.523, -4.227], [-4.708, -6.210, -1.438], [-3.796, -4.053, -0.636], [-3.398, -2.202, -3.485], [-3.862, 0.430, -3.618], [-2.990, 4.328, 0.033], [-2.303, 4.048, 2.601], [-4.797, 3.551, -1.150], [-5.704, 5.059, -2.897], [-2.786, 3.607, -5.657], [-1.840, 2.149, -3.889], [-0.142, -5.170, -0.443], [2.029, -4.529, 0.955], [-0.103, 1.100, -3.015], [0.456, 1.672, -2.097], [0.730, 3.026, -2.117], [1.610, 3.403, -1.046], [1.668, 2.022, -0.285], [2.337, 1.865, 0.721], [0.916, 1.135, -0.933], [1.024, 4.516, -0.194], [0.676, 4.344, 1.136], [0.216, 5.415, 1.884], [0.106, 6.670, 1.313], [0.443, 6.848, -0.019], [0.900, 5.779, -0.765], [2.981, 3.826, -1.507], [3.831, 4.489, -0.626], [5.052, 4.971, -1.059], [5.448, 4.798, -2.374], [4.633, 4.092, -3.242], [3.412, 3.604, -2.809], [0.577, 3.585, -2.939], [0.788, 3.377, 1.599], [-0.039, 5.269, 2.924], [-0.227, 7.511, 1.905], [0.375, 7.829, -0.473], [1.190, 5.928, -1.797], [3.525, 4.628, 0.399], [5.696, 5.497, -0.369], [6.385, 5.210, -2.725], [4.941, 3.928, -4.265], [2.786, 3.050, -3.493]], "charge": -1, "multiplicity": 2, "orbital_gap_ev": [5.2, 5.2]}


{"formula": "C3H8NO2", "method": "ωB97M-V/def2-TZVPD", "symbols": ["C", "C", "C", "O", "O", "N", "H", "H", "H", "H", "H", "H", "H", "H"], "coordinates": [[-0.615, 0.224, -1.218], [0.564, -0.042, -0.296], [0.079, -0.474, 1.067], [0.779, 0.071, 2.104], [-0.710, -1.364, 1.205], [-0.149, 1.101, -2.361], [-0.961, -0.702, -1.638], [-1.348, 0.825, -0.689], [1.291, 0.744, -0.132], [1.177, -0.855, -0.701], [0.207, 0.544, 2.727], [-0.864, 1.723, -2.816], [0.341, 0.530, -3.098], [0.540, 1.787, -1.981]], "multiplicity": 2, "de_lowest_kcal_mol": 26.3, "orbital_gap_ev": [4.4, 11.5]}


{"formula": "H12IO6", "method": "ωB97M-V/def2-TZVPD", "symbols": ["I", "O", "H", "H", "O", "H", "H", "O", "H", "H", "O", "H", "H", "O", "H", "H", "O", "H", "H"], "coordinates": [[-0.468, -0.459, 0.273], [1.719, -2.370, 2.509], [1.726, -3.270, 2.170], [0.920, -1.971, 2.114], [-0.170, -2.253, -2.842], [0.116, -1.775, -2.037], [-0.216, -1.567, -3.518], [-0.968, 3.103, -0.298], [-0.753, 2.173, -0.495], [-1.772, 3.047, 0.227], [-3.051, -1.571, -2.113], [-2.840, -1.088, -1.299], [-2.214, -2.011, -2.335], [0.697, 1.508, 3.199], [1.600, 1.267, 2.964], [0.161, 1.122, 2.485], [2.167, 2.037, -0.560], [1.669, 1.278, -0.218], [1.678, 2.800, -0.227]], "charge": -1, "de_lowest_kcal_mol": 0.0, "orbital_gap_ev": 8.8}


{"formula": "C3H3NO2S", "method": "ωB97M-V/def2-TZVPD", "symbols": ["C", "C", "C", "N", "O", "O", "S", "H", "H", "H"], "coordinates": [[-0.800, -0.396, -0.058], [0.738, -0.878, -0.019], [0.418, 1.592, -0.065], [-0.756, 0.955, -0.108], [-1.782, 1.636, -0.089], [2.990, 0.728, -0.389], [1.707, 0.493, 0.353], [-1.673, -0.878, 0.182], [0.964, -1.926, -0.181], [0.519, 2.554, 0.251]], "de_lowest_kcal_mol": 163.7, "orbital_gap_ev": [7.6, 7.6]}


{"formula": "C2H5N2S2", "method": "ωB97M-V/def2-TZVPD", "symbols": ["N", "C", "N", "C", "S", "S", "H", "H", "H", "H", "H"], "coordinates": [[0.482, 1.923, -0.259], [-0.424, 0.911, -0.037], [-0.114, -0.377, -0.076], [-1.175, -1.473, 0.062], [-2.801, -0.586, -0.095], [-2.104, 1.317, 0.095], [1.419, 1.768, 0.130], [0.222, 2.931, 0.050], [0.797, -0.791, -0.217], [-1.067, -2.168, -0.904], [-1.079, -2.165, 1.016]], "charge": 1, "de_lowest_kcal_mol": 5.2, "smiles": "[NH2+]=C1NCSS1", "orbital_gap_ev": 9.0}